ORCA calculation (the ωB97M-V functional and the def2-TZVPD basis) on 9 unconnected molecules or ions with the total composition C28H79N5O13.

The calculation puts the lowest unoccupied orbital energy at 0.5 eV. The structure (SMILES) is COC[C@H](C)N.COC[C@H](C)N.COC[C@H](C)N.COC[C@H](C)N.COC[C@H](C)N.OCCO.OCCO.OCCO.OCCO. Its HOMO energy is -8.861 eV.

The geometry in XYZ format:
```
125
Properties=species:S:1:pos:R:3:forces:R:3
C 3.80722 4.12759 -2.14411 -0.22 -1.45 0.10
O 3.74402 3.43713 -0.85980 0.42 -0.07 -2.13
C 2.99047 4.04540 0.11674 -1.08 0.60 1.47
C 3.45012 3.41427 1.47150 0.25 1.51 -0.22
C 3.29052 1.92804 1.52618 0.86 -1.00 1.21
N 2.69017 4.02553 2.58256 -0.15 -2.81 -0.14
H 2.81642 4.13377 -2.67857 0.84 -0.22 0.54
H 4.58856 3.58288 -2.74163 -0.94 0.56 0.53
H 4.11772 5.14411 -1.99230 0.21 0.61 0.14
H 3.11817 5.13636 0.12898 0.66 0.07 0.20
H 1.88721 4.01681 -0.02765 0.32 -0.83 -0.05
H 4.53883 3.65300 1.48853 -0.45 -0.11 0.24
H 3.82266 1.43798 2.41037 -0.62 0.92 -0.86
H 3.74350 1.44974 0.66995 -0.03 -0.14 -0.47
H 2.24874 1.67499 1.61935 -0.43 -0.19 -0.06
H 2.96615 4.94314 2.75521 0.58 1.71 0.47
H 2.82432 3.44045 3.43039 -0.13 0.86 -0.75
C 0.17222 0.57445 4.43446 -0.27 0.03 0.61
O -0.17660 -0.49300 5.35286 0.34 0.08 -2.03
C -0.62043 -1.66780 4.62163 1.88 -0.18 1.70
C -0.31384 -2.92361 5.44644 -2.70 -1.27 0.54
C 1.12210 -3.15883 5.68722 0.75 -0.70 0.89
N -0.82421 -4.14316 4.72376 0.97 0.55 1.15
H 1.08872 0.31204 3.84984 -0.41 0.32 0.59
H 0.27934 1.45033 5.10719 0.42 -0.38 -0.67
H -0.60617 0.85501 3.67798 0.25 -0.67 0.71
H -1.65050 -1.54889 4.55034 -2.03 -0.04 -0.73
H -0.13202 -1.84161 3.64555 -0.09 0.55 0.18
H -0.85526 -2.97050 6.48643 0.79 0.66 -1.90
H 1.16531 -4.08203 6.27566 0.21 0.12 0.06
H 1.54345 -2.35655 6.30989 0.26 -0.15 -0.66
H 1.64209 -3.41595 4.75514 0.20 0.65 0.12
H -1.78838 -4.16812 4.48092 -0.66 0.35 -0.14
H -0.24849 -4.35442 3.93174 0.17 0.02 -0.55
C 2.44710 0.75375 -4.29041 0.59 -1.21 -0.71
O 3.50666 -0.11727 -3.80903 -1.10 0.94 -0.17
C 4.47095 0.65260 -3.12019 -0.82 0.83 -0.11
C 5.34315 -0.29306 -2.39844 1.40 0.29 0.35
C 6.35669 0.44942 -1.51816 1.58 -1.45 -1.22
N 6.11572 -1.08462 -3.36296 -1.28 0.55 -0.79
H 1.79771 0.08054 -4.89828 0.04 0.67 0.82
H 2.89834 1.43735 -4.99518 0.16 0.46 -0.38
H 1.95225 1.36717 -3.51369 0.07 -0.83 -0.12
H 5.12155 1.22082 -3.84414 -0.78 0.03 0.60
H 3.88904 1.28609 -2.37126 1.07 -0.26 -0.87
H 4.69122 -0.86871 -1.78583 -0.59 -0.89 0.72
H 7.12813 0.82533 -2.22216 -0.41 0.30 0.52
H 6.89483 -0.28697 -0.91625 0.04 -0.22 -0.02
H 6.06967 1.17421 -0.80370 -0.95 1.01 0.28
H 5.54064 -1.68221 -3.96746 0.36 0.36 0.61
H 6.87737 -1.57194 -2.96434 0.58 -0.66 0.47
C -2.08044 2.85238 2.86643 -0.94 0.01 0.51
O -2.82601 3.81635 2.15005 0.75 0.08 1.01
C -2.94934 3.50930 0.80812 -1.61 -0.01 0.42
C -4.12989 4.31733 0.23654 -1.18 -0.85 0.51
C -5.49786 3.86919 0.85353 1.38 -1.17 0.10
N -4.22213 4.08769 -1.19066 2.86 -0.19 -1.69
H -2.64692 1.90612 3.01037 0.38 0.15 -0.76
H -2.06940 3.24347 3.85564 0.49 0.40 0.97
H -1.04984 2.69652 2.53008 -0.20 0.01 -0.32
H -2.05875 3.72368 0.26375 1.06 0.36 -0.59
H -3.10767 2.42367 0.77523 -0.41 -0.05 -0.73
H -4.03141 5.39822 0.39446 0.39 -0.23 0.14
H -5.61718 4.10149 1.90836 0.10 0.29 -0.01
H -5.53947 2.76569 0.79011 0.11 0.22 0.05
H -6.33864 4.19209 0.27948 -0.42 0.70 -0.37
H -4.35891 3.09304 -1.36015 -0.50 -0.11 0.16
H -3.19620 4.13583 -1.55864 -2.23 0.38 0.49
C 1.43126 -3.60894 -2.12661 1.39 -1.07 -1.26
O 1.10352 -2.61178 -1.19936 0.81 -0.09 0.83
C 2.17034 -2.25521 -0.27000 -0.35 -0.98 -1.43
C 1.72152 -2.40286 1.15995 -0.06 -0.54 -0.84
C 2.88506 -1.97313 1.95099 1.49 -0.10 1.47
N 1.36955 -3.78123 1.49242 0.19 0.45 0.89
H 1.86132 -3.22972 -3.09623 -0.14 0.22 0.91
H 0.53384 -4.13858 -2.45693 -0.10 0.02 0.50
H 2.20966 -4.38013 -1.76521 -1.25 1.08 -0.12
H 3.01520 -2.96909 -0.39853 -0.31 0.50 -0.19
H 2.50532 -1.23894 -0.49326 0.01 -0.02 -0.09
H 0.87690 -1.75942 1.29966 -0.77 0.33 0.29
H 3.30079 -1.01427 1.67303 -0.23 0.47 -0.23
H 3.70579 -2.67967 1.71145 -0.21 0.15 0.57
H 2.70152 -1.92709 3.03953 0.11 -0.30 -0.44
H 0.75541 -4.15752 0.79893 -0.12 -0.47 -0.40
H 2.18756 -4.36737 1.68776 -0.52 0.29 -0.45
O -4.63806 -4.62495 0.14675 0.47 -0.06 0.31
C -3.47911 -4.94322 0.97894 -2.34 -0.24 -0.66
C -2.50447 -3.80796 1.02933 -0.25 0.40 0.16
O -2.18430 -3.36024 -0.25507 0.35 0.28 -1.02
H -4.36069 -4.59415 -0.77166 0.24 0.10 -0.06
H -4.00797 -5.13024 1.92680 0.86 0.15 0.08
H -3.08097 -5.89991 0.63354 0.42 0.16 0.00
H -1.60708 -4.16464 1.49425 0.60 -0.10 0.86
H -2.93513 -2.95805 1.56541 -0.03 -0.18 0.47
H -1.63782 -2.55263 -0.16587 -0.15 -0.33 -0.14
O -3.82638 0.08593 -0.72266 0.80 0.93 -0.79
C -4.69767 -0.99540 -0.91361 -0.10 -0.48 0.51
C -5.95695 -0.61861 -1.65913 0.51 0.32 -0.76
O -5.77078 -0.60718 -3.11431 -0.57 -1.28 0.61
H -3.72166 0.56775 -1.57490 0.12 -0.14 0.26
H -4.20697 -1.87775 -1.32245 0.18 0.00 -0.56
H -4.87514 -1.28832 0.10546 -0.86 -0.35 0.48
H -6.14257 0.43100 -1.47556 -0.31 0.22 0.46
H -6.80011 -1.20980 -1.29302 -0.05 -0.08 -0.50
H -5.94783 -1.50541 -3.47588 0.37 0.96 0.40
O -3.44744 -0.95543 -5.35792 1.20 0.66 0.36
C -2.55445 0.20124 -5.22665 -0.58 -1.54 0.53
C -2.41642 0.39369 -3.75793 -0.39 2.63 0.10
O -3.48635 1.25429 -3.27539 -1.47 -1.15 -0.29
H -3.73164 -0.78635 -6.23741 -0.97 -0.66 -1.24
H -1.61439 0.05448 -5.74817 0.24 -0.23 -0.01
H -3.10963 0.98981 -5.68336 0.10 1.15 -0.13
H -1.57419 0.97244 -3.42027 0.75 0.19 -0.61
H -2.31181 -0.52248 -3.24511 -0.47 -1.38 0.57
H -4.37410 0.91759 -3.61349 1.49 0.15 0.57
O 1.34867 1.59290 -1.27834 -0.05 0.06 -0.39
C 0.63843 0.98839 -0.23744 -1.17 -0.34 0.21
C -0.47290 0.17522 -0.90193 0.51 -0.61 0.65
O -1.18747 -0.56314 0.12235 -0.01 0.57 -0.54
H 2.19556 1.80530 -0.90615 0.96 0.55 -0.10
H 1.26718 0.29916 0.31687 0.10 -0.10 0.24
H 0.25142 1.75752 0.47194 -0.06 -0.51 -0.33
H -0.01681 -0.59249 -1.54664 0.03 0.47 0.00
H -1.03672 0.86960 -1.53659 -0.50 -0.30 0.54
H -2.14289 -0.43611 -0.00632 -0.09 0.32 -0.14
```
Forces are in eV/Å.


ORCA calculation (the ωB97M-V functional and the def2-TZVPD basis) on a molecular structure, C26H32ClO4Pt.

The calculation puts the lowest unoccupied orbital energy (alpha / beta) at 2.5 / 2.5 eV. Its spin multiplicity is 3. Its total charge is -1. Its HOMO energy (alpha / beta) is -3.050 / -3.834 eV.

The geometry in XYZ format:
```
64
Properties=species:S:1:pos:R:3:forces:R:3
O -2.22594 -0.22161 -2.32455 1.08 -1.45 0.51
C -1.82973 -1.19036 -1.26985 -0.22 0.20 0.93
C -1.86262 -2.39091 -2.19791 -0.22 0.83 -0.50
H -2.58283 -1.24963 -0.48973 0.62 0.18 -0.06
H -0.84878 -0.94613 -0.84278 -0.24 0.03 -0.25
C -1.88604 -1.27098 -3.27323 -0.25 -0.68 -0.30
H -2.81140 -2.93625 -2.16714 0.16 -0.02 0.11
H -1.01204 -3.06697 -2.18401 0.03 0.02 -0.09
C -3.03242 -1.39589 -4.25058 0.29 0.10 -0.53
H -3.98685 -1.42046 -3.71222 0.23 0.01 -0.06
H -2.91722 -2.32834 -4.81657 -0.11 0.18 -0.09
H -3.03381 -0.53726 -4.93823 -0.10 -0.23 0.05
C -0.49310 -1.17569 -3.88833 0.17 0.19 -0.35
H 0.31841 -1.37665 -3.16666 -0.55 0.02 -0.13
H -0.26626 -0.19994 -4.33003 -0.31 -0.04 -0.03
H -0.43479 -1.92392 -4.69059 0.07 0.06 0.14
Pt 1.49025 0.06878 1.02943 0.00 -0.28 -1.60
C 2.82959 -1.98850 0.12186 -0.26 -1.19 1.02
C 2.58225 -1.68581 1.52799 -1.68 -0.83 -0.48
C 1.14709 -1.98480 1.77216 1.30 -0.59 -0.83
H 3.29096 -1.49513 2.31540 0.14 -0.04 -0.07
C 0.64022 -2.57154 0.56081 0.68 -0.21 0.29
C 1.66424 -2.59147 -0.41097 0.11 -0.35 -0.05
H 1.58491 -3.08523 -1.38780 0.01 0.59 0.32
H 3.79773 -1.86887 -0.35739 -0.31 -0.02 0.00
H 0.65035 -2.02669 2.73154 0.15 0.15 -0.03
H -0.34105 -3.02824 0.47200 0.10 0.24 -0.12
C 2.78643 1.37411 -0.14863 -1.54 0.91 -0.21
C 2.68648 0.71926 -1.43190 -0.27 1.06 -0.28
C 1.39286 0.93107 -1.95686 0.36 0.48 0.17
H 3.50969 0.24298 -1.96272 -0.24 0.02 0.23
C 0.61810 1.67759 -1.04641 1.05 0.19 0.78
C 1.43096 1.97758 0.13135 1.21 -0.13 -1.63
H 1.27402 2.78134 0.84687 -0.11 -0.20 -0.15
H 3.68668 1.67700 0.38903 -0.32 -0.33 -0.42
H 1.04952 0.67531 -2.94998 0.13 -0.23 0.27
H -0.37556 2.05832 -1.22114 -0.14 -0.20 0.06
O -3.81810 -0.06176 0.19401 -2.97 -0.02 -0.10
C -4.87061 -0.40196 -0.78164 0.68 -0.08 -0.58
C -6.27732 -0.25572 -0.15678 0.53 -0.10 -0.18
H -4.71925 -1.45378 -1.12135 0.14 0.70 0.22
H -4.74505 0.25955 -1.66599 0.06 -0.44 0.58
C -6.00796 0.18211 1.29124 0.05 -0.11 -0.18
H -6.79556 -1.22168 -0.18666 0.04 0.26 0.00
H -6.87049 0.46211 -0.74015 0.14 -0.13 0.33
C -4.48150 0.34228 1.40199 0.41 0.33 0.18
H -6.37047 -0.57525 1.98905 0.04 0.10 -0.01
H -6.50974 1.11816 1.52533 -0.03 0.03 0.05
H -4.09853 -0.26810 2.22713 0.12 0.21 -0.09
H -4.21343 1.39408 1.55971 -0.02 -0.19 0.24
Cl 7.70836 3.53801 2.50283 0.76 0.28 -0.15
C 6.12678 2.95260 2.76809 -1.72 -0.80 0.61
C 5.19104 3.73676 3.46589 -0.02 -0.49 -0.35
C 3.90067 3.24100 3.67699 0.49 -0.10 -0.09
C 3.52146 1.95366 3.25832 0.71 0.39 -0.40
C 4.47490 1.17218 2.58794 0.16 0.06 0.03
C 5.77136 1.65919 2.35112 -0.01 0.33 0.13
C 2.12255 1.53246 3.64056 -1.82 -1.38 -0.41
O 1.65526 2.06245 4.64165 0.16 0.22 0.19
O 1.43146 0.62832 2.96736 1.28 2.00 3.15
H 5.47514 4.70955 3.85975 -0.04 -0.12 -0.21
H 3.16935 3.85349 4.20072 0.16 -0.24 -0.06
H 4.21523 0.17537 2.20958 0.09 0.61 0.31
H 6.52412 1.03882 1.85112 -0.39 0.25 0.15
```
Forces are in eV/Å.


ORCA calculation (the ωB97M-V functional and the def2-TZVPD basis) on C4H6S2 in the gas phase.

The calculation puts the lowest unoccupied orbital energy at 0.6 eV. The structure (SMILES) is C=C1CSCS1. Its HOMO energy is -8.593 eV.

The geometry in XYZ format:
```
12
Properties=species:S:1:pos:R:3:forces:R:3
C -2.00183 -0.67111 -0.44679 0.73 -1.06 1.07
C -0.67280 -0.41567 -0.23053 -1.84 -1.68 -2.53
C -0.26015 0.66771 0.58731 2.00 2.40 1.82
S 1.22543 1.61098 -0.11176 -3.11 1.90 -0.55
C 1.88839 0.06818 -0.33892 4.59 -2.61 0.51
S 0.78574 -1.23810 -1.12199 -1.00 2.09 2.34
H -2.85481 -0.01863 0.02412 1.92 -1.45 -0.96
H -2.20689 -1.72817 -0.80740 -0.32 1.75 -0.04
H -0.02688 0.39161 1.61176 1.17 -1.04 0.07
H -1.02410 1.29324 0.95673 -1.45 1.36 -0.88
H 2.92734 0.00425 -0.88971 -2.19 0.48 0.71
H 2.22055 0.03571 0.76718 -0.51 -2.14 -1.55
```
Forces are in eV/Å.


Here are the calculated ΔE to the lowest compared entry with this formula, charge and spin numbers, same order: 54.4 0.0 50.2 (kcal/mol).